17
Properties=species:S:1:pos:R:3 method="wB97M-V/def2-TZVPD" lumo_energy_ev=0.8 fmax_ev_per_a=0.98 de_lowest_kcal_mol=135.05
O 2.015 0.770 0.487
C 1.660 -0.500 -0.045
C 0.102 -0.712 -0.115
C -0.590 0.568 -0.439
C -1.909 0.302 -1.136
O -2.483 -0.224 0.077
C -1.201 -0.149 0.709
H 2.960 0.916 0.329
H 2.211 -1.297 0.476
H 2.018 -0.535 -1.097
H 0.697 -0.034 2.260
H -0.106 -1.631 -0.662
H -0.016 1.482 -0.437
H -1.885 -0.532 -1.839
H -2.388 1.173 -1.591
H 0.180 0.247 2.710
H -1.303 -0.235 1.775

81
Properties=species:S:1:pos:R:3 method="wB97M-V/def2-TZVPD" s_squared=0.77 lumo_energy_ev="-2.9 / -2.9" multiplicity=2 fmax_ev_per_a=3.74 charge=+1 de_lowest_kcal_mol=18.60
V -0.494 0.139 0.586
C -1.874 0.507 3.969
Si -1.431 1.550 2.475
C -2.962 2.539 2.028
C -0.219 2.846 3.082
C -0.613 3.887 3.943
C 0.314 4.795 4.435
C 1.659 4.674 4.085
C 2.059 3.653 3.235
C 1.122 2.737 2.719
Si 1.609 1.291 1.650
C 2.649 0.200 2.729
C 2.739 1.878 0.266
H -2.016 1.171 4.830
H -1.070 -0.194 4.230
H -2.812 -0.048 3.826
H -3.683 2.503 2.853
H -3.478 2.184 1.133
H -2.693 3.588 1.863
H -1.658 3.987 4.237
H -0.006 5.597 5.093
H 2.387 5.379 4.472
H 3.112 3.571 2.964
H 3.498 0.796 3.083
H 3.048 -0.667 2.189
H 2.098 -0.162 3.601
H 3.780 1.642 0.520
H 2.666 2.964 0.124
H 2.508 1.390 -0.685
N -1.920 -1.415 1.422
N -3.197 -0.997 0.974
C -3.212 -0.095 -0.088
O -4.170 0.008 -0.814
O -2.100 0.630 -0.148
H -1.673 -2.303 1.005
H -1.907 -1.485 2.431
H -3.952 -1.660 0.986
Cl 4.423 -5.236 -1.050
C 3.290 -4.037 -0.509
C 2.774 -4.118 0.741
C 1.873 -3.133 1.219
I 1.042 -3.326 3.110
C 1.501 -2.068 0.442
O 0.726 -1.093 0.852
C 1.982 -2.026 -0.912
N 1.472 -1.043 -1.705
C 1.892 -0.950 -2.933
C 2.841 -1.844 -3.490
C 3.323 -2.860 -2.725
C 2.893 -2.994 -1.386
H 3.063 -4.943 1.382
H 1.463 -0.140 -3.522
H 3.169 -1.719 -4.516
H 4.030 -3.573 -3.131
N -1.780 -3.331 -4.074
C -1.709 -1.815 -4.028
C -2.177 -1.374 -2.657
N -1.378 -1.972 -1.586
C -1.304 -3.425 -1.655
C -0.874 -3.938 -3.023
H -1.551 -3.688 -4.998
H -2.741 -3.600 -3.871
H -2.330 -1.413 -4.827
H -0.670 -1.536 -4.200
H -3.230 -1.637 -2.512
H -2.107 -0.288 -2.601
H -0.452 -1.554 -1.572
H -2.280 -3.848 -1.400
H -0.583 -3.796 -0.927
H -0.937 -5.021 -3.098
H 0.140 -3.614 -3.254
N -0.175 4.391 -1.086
C -0.621 3.657 -2.264
C -0.443 2.173 -2.030
O -0.699 1.310 -2.829
O 0.060 1.912 -0.805
H -0.948 4.690 -0.508
H 0.384 5.201 -1.308
H 0.241 2.809 -0.409
H -0.031 3.912 -3.139
H -1.667 3.822 -2.512

Molar mass across the listed records, respectively: 102.13; 785.11 g mol⁻¹.